The following is a DFT calculation (wB97M-V/def2-TZVPD) of a molecular structure, C3H4FO3Sc in a non-equilibrium geometry.

Structure (ORCA input):
```
! wB97M-V def2-TZVPD RIJCOSX def2/J DEFGRID3
* xyz 2 1
F 1.389 -1.987 1.419
O -1.018 -0.108 -1.021
C -0.883 1.069 -0.517
C 0.396 -1.061 0.457
O -1.883 1.829 -0.537
O 0.138 1.321 0.250
C 1.127 0.274 0.355
Sc -2.860 0.586 -1.907
H 0.540 -1.684 -0.434
H -0.413 -1.037 1.197
H 1.774 0.307 -0.527
H 1.693 0.491 1.265
*
```

Computed properties:
- E (a.u.) = -1202.2332
- maximum force (eV/Å) = 6.50

Quick look at the Löwdin charges, all values in e: atom 1 (F): -0.162, atom 2 (O): -0.023, atom 3 (C): -0.652, atom 4 (C): 0.002, atom 5 (O): 0.079, atom 6 (O): 0.160, atom 7 (C): -0.053, atom 8 (Sc): 2.038, atom 9 (H): 0.137, atom 10 (H): 0.147, atom 11 (H): 0.160, atom 12 (H): 0.168

The following is a DFT calculation (wB97M-V/def2-TZVPD) of a molecular structure, C3H4FO3Tl in a non-equilibrium geometry.

Structure (ORCA input):
```
! wB97M-V def2-TZVPD RIJCOSX def2/J DEFGRID3
* xyz 0 1
C 1.112 -1.297 -1.188
C 0.758 -0.658 -0.043
H 0.314 -1.462 -1.916
H 2.162 -1.329 -1.488
F 1.734 -0.497 0.896
H -0.265 -0.835 0.304
Tl 0.538 -4.269 0.682
O -2.257 2.202 0.561
C -0.937 1.843 0.699
O -0.090 2.496 0.075
O -0.783 0.774 1.347
H -2.286 3.032 0.073
*
```

Computed properties:
- E (a.u.) = -614.6634
- maximum force (eV/Å) = 3.83

Quick look at the Löwdin charges, all values in e: atom 1 (C): -0.037, atom 2 (C): -0.231, atom 3 (H): 0.055, atom 4 (H): 0.058, atom 5 (F): 0.004, atom 6 (H): 0.091, atom 7 (Tl): 0.933, atom 8 (O): 0.028, atom 9 (C): -0.840, atom 10 (O): -0.041, atom 11 (O): -0.107, atom 12 (H): 0.086

The following is a DFT calculation (wB97M-V/def2-TZVPD) of a molecular structure, C3H4FP in a non-equilibrium geometry.

Structure (ORCA input):
```
! wB97M-V def2-TZVPD RIJCOSX def2/J DEFGRID3
* xyz 0 1
C -0.725 -0.300 -1.297
C -0.262 0.042 -0.150
C 0.770 0.941 0.410
F -0.345 -2.420 0.831
P -1.425 -1.172 0.769
H -1.115 -0.593 -2.228
H 1.350 0.420 1.170
H 0.310 1.812 0.874
H 1.442 1.270 -0.379
*
```

Computed properties:
- E (a.u.) = -557.8415
- maximum force (eV/Å) = 3.70

Quick look at the Löwdin charges, all values in e: atom 1 (C): 0.050, atom 2 (C): -0.653, atom 3 (C): -0.117, atom 4 (F): -0.452, atom 5 (P): 0.915, atom 6 (H): 0.029, atom 7 (H): 0.075, atom 8 (H): 0.077, atom 9 (H): 0.075

The following is a DFT calculation (wB97M-V/def2-TZVPD) of a molecular structure, C3H4HgO2 in a non-equilibrium geometry.

Structure (ORCA input):
```
! wB97M-V def2-TZVPD RIJCOSX def2/J DEFGRID3
* xyz -1 2
C 0.358 -1.986 0.388
C 0.389 -1.079 -0.579
O -0.296 0.184 -0.301
C -0.342 1.113 -1.201
O -0.685 2.227 -0.571
H 0.567 -2.978 -0.047
H 0.664 -1.107 -1.641
H -0.681 2.948 -1.210
Hg -0.533 -0.348 2.001
H 0.558 1.025 3.162
*
```

Computed properties:
- E (a.u.) = -420.4238
- expectation value of S² = 0.7609
- maximum force (eV/Å) = 2.40

Quick look at the Löwdin charges, all values in e: atom 1 (C): -0.208, atom 2 (C): -0.364, atom 3 (O): -0.357, atom 4 (C): -0.222, atom 5 (O): -0.005, atom 6 (H): -0.021, atom 7 (H): 0.074, atom 8 (H): 0.081, atom 9 (Hg): 0.234, atom 10 (H): -0.212

The following is a DFT calculation (wB97M-V/def2-TZVPD) of 2 unconnected molecules or ions with the total composition C3H4INO in a non-equilibrium geometry.

Structure (ORCA input):
```
! wB97M-V def2-TZVPD RIJCOSX def2/J DEFGRID3
* xyz 0 1
C -1.669 0.905 0.211
C 0.097 2.274 -0.795
C 1.119 -2.328 0.879
N -0.904 1.661 -0.358
O 0.438 -1.896 -0.015
I -2.936 -0.413 -0.596
H -0.109 3.233 -1.123
H 1.050 1.833 -0.805
H 0.781 -3.122 1.500
H 2.133 -2.148 1.103
*
```

Computed properties:
- E (a.u.) = -544.2571
- maximum force (eV/Å) = 2.22

Quick look at the Löwdin charges, all values in e: atom 1 (C): -0.711, atom 2 (C): -0.015, atom 3 (C): -0.121, atom 4 (N): -0.182, atom 5 (O): -0.022, atom 6 (I): 0.810, atom 7 (H): 0.050, atom 8 (H): 0.067, atom 9 (H): 0.064, atom 10 (H): 0.061

The following is a DFT calculation (wB97M-V/def2-TZVPD) of a single C3H4INO molecule in a non-equilibrium geometry.

Structure (ORCA input):
```
! wB97M-V def2-TZVPD RIJCOSX def2/J DEFGRID3
* xyz 0 1
C 1.726 0.191 1.014
C 2.855 -1.841 1.445
C 0.879 0.141 -0.226
N 1.921 -1.166 1.084
O 3.423 -2.774 1.725
I 3.590 1.205 1.506
H 0.912 0.464 1.796
H 0.348 1.042 -0.579
H 0.162 -0.797 0.018
H 1.556 -0.256 -0.979
*
```

Computed properties:
- E (a.u.) = -544.3453
- SMILES string = C[C@H](I)N=C=O
- maximum force (eV/Å) = 4.44

Quick look at the Löwdin charges, all values in e: atom 1 (C): -0.839, atom 2 (C): -0.410, atom 3 (C): -0.144, atom 4 (N): -0.026, atom 5 (O): 0.212, atom 6 (I): 0.804, atom 7 (H): 0.115, atom 8 (H): 0.077, atom 9 (H): 0.142, atom 10 (H): 0.069